# 1
Below is a cluster of 2 separate species, C3H9O2 in total at a distorted geometry, with properties calculated with ωB97M-V with the def2-TZVPD basis set.

```
14
C3H9O2 (ωB97M-V with the def2-TZVPD basis set)
C -1.257 -2.237 1.062
O -0.169 -1.889 0.264
H -1.781 -1.286 1.507
H -0.972 -2.906 1.868
H -2.178 -2.813 0.667
C 0.179 1.187 -0.607
O 0.176 0.084 -1.508
C 1.547 1.827 -0.470
H -0.225 0.957 0.398
H -0.599 1.896 -0.977
H -0.185 -0.647 -0.876
H 2.117 1.218 0.214
H 1.457 2.818 -0.027
H 1.890 1.792 -1.516
```

## Properties
2S+1: 1
HOMO energy: -0.1050 hartree
charge: -1
E_tot: -270.14762 Ha
orbital gap: 7.1216 eV

=====

# 2
Below is a cluster of 3 separate species, C3H8O in total, with properties calculated with ωB97M-V with the def2-TZVPD basis set.

```
12
C3H8O (ωB97M-V with the def2-TZVPD basis set)
C 1.405 0.582 0.828
C 1.247 1.070 -0.398
O -0.166 -1.623 -1.443
C -1.239 -1.141 -1.181
H 1.640 1.220 1.678
H -1.199 0.000 1.710
H 1.317 -0.484 1.024
H 1.027 0.409 -1.233
H 1.343 2.133 -0.607
H -1.856 -0.351 1.726
H -1.375 -0.050 -1.047
H -2.145 -1.765 -1.058
```

## Properties
2S+1: 1
structure (SMILES): [H][H].C=C.C=O
HOMO energy: -0.3707 hartree
E_tot: -194.23933 Ha
orbital gap: 10.9021 eV

=====

# 3
Below is a structure of composition CH4CsO at a distorted geometry, with properties calculated with ωB97M-V with the def2-TZVPD basis set.

```
7
CH4CsO (ωB97M-V with the def2-TZVPD basis set)
Cs 3.255 3.392 17.889
C 4.456 1.461 20.076
O 4.132 2.339 21.129
H 4.008 1.792 19.139
H 5.535 1.320 20.014
H 4.034 0.474 20.263
H 3.253 2.638 20.885
```

## Properties
2S+1: 1
HOMO energy: -0.5386 hartree
charge: +1
E_tot: -135.61933 Ha
orbital gap: 10.5454 eV

=====

# 4
Below is a cluster of 3 separate species, C31H71ClF3N5O7P2S2 in total at a distorted geometry, with properties calculated with ωB97M-V with the def2-TZVPD basis set.

```
122
C31H71ClF3N5O7P2S2 (ωB97M-V with the def2-TZVPD basis set)
C 4.598 -1.879 -3.635
C 4.881 -2.459 -2.253
C 4.189 -1.720 -1.104
C 2.691 -1.502 -1.348
C 1.861 -1.465 -0.075
C 2.184 -0.310 0.911
C 2.418 1.028 0.218
C 1.815 2.216 0.988
C 2.792 3.237 1.486
F 3.961 2.727 1.854
F 3.073 4.149 0.563
F 2.345 3.902 2.533
O 3.372 -0.594 1.703
C 3.343 -0.638 3.114
N 2.559 0.454 3.644
P 2.588 -2.234 3.778
S 1.382 -2.141 5.308
P 5.179 -0.464 3.584
C 5.120 -0.973 5.361
C 5.328 0.235 6.282
C 5.899 -1.924 2.690
C 6.060 -3.303 3.357
N 0.417 -1.517 -0.408
C -0.436 -1.965 0.717
C -1.821 -1.330 0.686
C -2.728 -1.815 1.816
C -2.272 -1.411 3.223
S -2.326 0.350 3.403
O -3.633 0.832 3.046
O -1.126 0.959 2.897
Cl -2.220 0.460 5.433
O 0.008 -0.193 -0.757
C -0.373 -0.065 -2.117
C -1.343 1.108 -2.164
N -2.068 1.140 -3.426
C -2.390 2.473 -3.924
C -3.495 2.459 -4.987
C -4.703 3.293 -4.610
O -2.944 2.878 -6.242
H 5.216 -2.357 -4.400
H 4.826 -0.806 -3.658
H 3.554 -1.999 -3.938
H 5.965 -2.419 -2.084
H 4.603 -3.520 -2.223
H 4.707 -0.765 -0.943
H 4.308 -2.290 -0.175
H 2.524 -0.588 -1.930
H 2.292 -2.322 -1.957
H 2.060 -2.400 0.454
H 1.332 -0.203 1.584
H 1.947 1.002 -0.760
H 3.496 1.146 0.056
H 1.125 2.750 0.326
H 1.220 1.874 1.841
H 2.962 1.322 3.297
H 2.543 0.480 4.659
H 3.719 -3.018 4.012
H 2.089 -2.892 2.651
H 5.926 -1.695 5.509
H 4.190 -1.482 5.632
H 4.728 1.096 5.971
H 6.371 0.567 6.273
H 5.056 -0.019 7.312
H 6.868 -1.557 2.335
H 5.278 -2.013 1.794
H 5.675 -3.332 4.377
H 5.528 -4.079 2.796
H 7.106 -3.613 3.396
H -0.551 -3.052 0.624
H 0.063 -1.769 1.679
H -2.293 -1.585 -0.264
H -1.740 -0.243 0.750
H -2.836 -2.907 1.803
H -3.729 -1.402 1.654
H -2.926 -1.815 3.997
H -1.241 -1.683 3.470
H -0.838 -0.987 -2.482
H 0.501 0.141 -2.754
H -2.002 1.041 -1.286
H -0.803 2.059 -2.076
H -2.909 0.578 -3.376
H -2.683 3.141 -3.094
H -1.499 2.899 -4.396
H -3.810 1.413 -5.119
H -5.156 2.928 -3.684
H -5.466 3.269 -5.393
H -4.406 4.336 -4.436
H -3.461 3.617 -6.586
C -2.526 6.944 -0.359
C -2.693 5.482 0.039
C -1.373 4.756 0.317
O -0.642 4.409 -0.846
C 0.205 5.417 -1.369
N -3.513 4.801 -0.964
H -2.159 7.034 -1.382
H -3.488 7.453 -0.311
H -1.827 7.459 0.303
H -3.251 5.452 0.981
H -1.600 3.805 0.807
H -0.738 5.336 0.999
H 0.654 6.013 -0.569
H -0.322 6.082 -2.058
H 1.001 4.915 -1.918
H -3.736 3.863 -0.646
H -2.951 4.676 -1.801
C -5.502 -3.750 -0.574
C -4.718 -3.308 -1.805
C -5.137 -4.012 -3.099
O -4.675 -5.341 -3.217
C -5.488 -6.333 -2.623
N -3.285 -3.433 -1.527
H -5.188 -4.740 -0.242
H -5.327 -3.057 0.248
H -6.574 -3.781 -0.775
H -4.921 -2.242 -1.963
H -4.698 -3.474 -3.944
H -6.229 -3.983 -3.215
H -6.549 -6.087 -2.733
H -5.272 -6.472 -1.560
H -5.287 -7.268 -3.144
H -2.752 -3.039 -2.298
H -3.048 -4.422 -1.536
```

## Properties
2S+1: 1
structure (SMILES): CCCC[C@@H]([C@H](CCC(F)(F)F)O[C@@](N)([PH2]=S)P(CC)CC)N(CCCCS(=O)(=O)Cl)OCCNC[C@@H](C)O.COC[C@@H](C)N.COC[C@@H](C)N
HOMO energy: -0.3073 hartree
E_tot: -4262.99417 Ha
orbital gap: 8.7653 eV

=====

# 5
Below is a cluster of 3 separate species, C35H60ClNO8 in total at a distorted geometry, with properties calculated with ωB97M-V with the def2-TZVPD basis set.

```
105
C35H60ClNO8 (ωB97M-V with the def2-TZVPD basis set)
C 5.114 -4.535 1.059
O 3.784 -5.028 0.752
C 2.760 -4.203 1.403
C 1.488 -5.173 1.597
C 0.166 -4.404 2.117
C -0.948 -4.230 0.937
C -1.458 -5.697 0.530
C -2.755 -6.215 1.318
C -2.738 -7.838 1.467
Cl -2.955 -5.550 3.020
O -0.243 -3.626 -0.174
C -0.859 -2.411 -0.633
O -1.674 -2.783 -1.798
C 0.328 -1.386 -0.989
C 0.755 -0.656 0.374
C 1.819 0.531 0.208
C 2.931 0.297 -0.928
N 4.214 0.936 -0.452
C 4.023 2.383 -0.132
C 5.381 3.142 -0.598
C 5.426 4.309 -1.612
C 6.778 4.970 -2.013
C 8.128 4.498 -1.361
C 8.103 3.326 -0.311
C 6.723 2.672 0.055
O 6.759 1.605 1.005
O 0.072 -0.511 -2.102
C -1.098 0.315 -1.909
C -0.957 1.790 -2.593
C -1.130 2.836 -1.351
C -2.737 2.836 -1.032
O -0.802 4.200 -1.710
C 0.096 4.821 -0.765
C -0.402 4.813 0.751
C -1.656 5.521 1.314
C -1.967 5.330 2.832
C -1.125 4.486 3.815
C 0.140 3.785 3.255
C 0.465 3.961 1.755
H 5.175 -4.098 2.114
H 5.336 -3.691 0.296
H 5.861 -5.392 0.977
H 2.477 -3.354 0.687
H 3.072 -3.850 2.443
H 1.275 -5.616 0.550
H 1.732 -6.091 2.257
H -0.257 -4.882 3.060
H 0.500 -3.321 2.358
H -1.852 -3.647 1.315
H -1.765 -5.633 -0.586
H -0.668 -6.518 0.588
H -3.734 -5.985 0.753
H -3.495 -8.141 2.288
H -1.719 -8.220 1.855
H -3.076 -8.372 0.517
H -1.539 -1.894 0.126
H -2.546 -2.359 -1.597
H 1.230 -2.044 -1.298
H -0.177 -0.312 0.971
H 1.242 -1.466 1.042
H 1.367 1.566 0.043
H 2.391 0.595 1.214
H 2.614 0.856 -1.876
H 3.102 -0.821 -1.071
H 4.882 0.899 -1.244
H 3.955 2.578 1.005
H 3.095 2.860 -0.602
H 4.429 4.666 -2.058
H 6.794 5.815 -2.793
H 9.138 4.976 -1.636
H 9.086 2.972 0.169
H 6.588 1.925 1.917
H -1.962 -0.207 -2.480
H -1.447 0.424 -0.827
H 0.109 1.899 -3.032
H -1.740 1.944 -3.407
H -0.511 2.395 -0.500
H -2.871 2.212 -0.085
H -3.295 2.412 -1.931
H -3.067 3.910 -0.770
H 0.179 5.930 -1.082
H 1.137 4.327 -0.859
H -2.312 6.124 0.600
H -2.914 5.828 3.229
H -1.372 4.325 4.920
H 0.830 3.115 3.883
H 1.386 3.408 1.345
C -6.298 5.918 1.771
C -5.970 5.033 0.584
O -4.945 4.108 0.929
H -5.409 6.464 2.099
H -7.080 6.637 1.517
H -6.635 5.317 2.620
H -5.613 5.635 -0.254
H -6.852 4.474 0.258
H -5.271 3.573 1.666
C -5.288 -4.553 -2.805
C -4.674 -4.167 -4.137
O -3.606 -3.250 -3.938
H -5.662 -3.667 -2.284
H -6.115 -5.254 -2.945
H -4.541 -5.015 -2.154
H -5.418 -3.687 -4.776
H -4.288 -5.049 -4.659
H -2.947 -3.685 -3.378
```

## Properties
2S+1: 1
structure (SMILES): COCCC[C@H](C[C@@H](C)Cl)O[C@H](O)[C@H](CCCNCc1ccccc1O)OCC[C@H](C)OCc1ccccc1.CCO.CCO
HOMO energy: -0.3138 hartree
E_tot: -2485.96988 Ha
orbital gap: 8.9252 eV

=====

# 6
Below is a cluster of 13 separate species, C39H39F12NO39 in total at a distorted geometry, with properties calculated with ωB97M-V with the def2-TZVPD basis set.

```
130
C39H39F12NO39 (ωB97M-V with the def2-TZVPD basis set)
C -3.781 -0.831 -0.164
O -4.453 0.436 0.183
C -5.677 0.434 -0.370
O -5.850 0.532 -1.522
O -6.881 0.290 0.424
C -7.399 -0.902 0.125
N -7.528 -2.021 -0.057
H -4.407 -1.713 0.074
H -3.581 -0.794 -1.258
H -2.831 -0.851 0.374
C -9.086 -2.052 2.777
C -9.921 -2.050 4.027
O -8.994 -2.420 5.027
C -7.781 -1.979 4.595
O -6.823 -1.877 5.285
O -7.807 -1.662 3.272
F -10.896 -2.989 3.969
H -9.011 -3.041 2.320
H -9.450 -1.350 2.029
H -10.361 -1.081 4.274
C 0.865 -1.748 2.698
C 1.322 -1.405 1.311
O 0.412 -2.120 0.497
C -0.746 -2.208 1.212
O -1.796 -2.510 0.730
O -0.545 -1.909 2.518
F 2.578 -1.870 1.073
H 1.291 -2.681 3.066
H 1.083 -0.959 3.414
H 1.275 -0.341 1.069
C 3.230 -4.832 4.789
C 3.601 -4.662 6.234
O 3.618 -3.254 6.393
C 2.724 -2.761 5.494
O 2.285 -1.655 5.528
O 2.390 -3.696 4.559
F 4.842 -5.143 6.483
H 4.091 -4.782 4.124
H 2.697 -5.762 4.602
H 2.890 -5.101 6.937
C 3.245 2.752 -1.102
C 1.932 3.140 -0.493
O 1.814 2.246 0.609
C 3.088 1.964 0.998
O 3.372 1.469 2.040
O 3.997 2.324 0.049
F 0.911 2.910 -1.346
H 3.154 1.921 -1.806
H 3.735 3.585 -1.605
H 1.886 4.169 -0.135
C 5.527 -3.951 0.112
C 6.698 -3.786 1.038
O 6.241 -4.397 2.233
C 5.351 -5.355 1.846
O 4.961 -6.231 2.546
O 4.961 -5.182 0.557
F 6.950 -2.477 1.287
H 4.789 -3.153 0.222
H 5.827 -4.010 -0.931
H 7.613 -4.278 0.701
C 0.197 4.393 -6.228
C -0.621 4.342 -4.971
O 0.334 3.984 -3.988
C 1.526 4.478 -4.426
O 2.492 4.602 -3.743
O 1.472 4.818 -5.738
F -1.565 3.371 -5.036
H 0.298 3.420 -6.701
H -0.198 5.096 -6.955
H -1.091 5.290 -4.697
C -3.352 -2.627 4.414
C -4.278 -3.779 4.637
O -3.451 -4.904 4.393
C -2.185 -4.511 4.724
O -1.276 -5.255 4.899
O -2.101 -3.159 4.832
F -5.286 -3.777 3.730
H -3.290 -2.336 3.362
H -3.625 -1.754 5.004
H -4.690 -3.836 5.646
C -9.435 -4.811 -2.260
C -8.730 -5.073 -0.960
O -8.550 -6.476 -0.972
C -8.460 -6.831 -2.288
O -8.047 -7.872 -2.673
O -8.899 -5.830 -3.102
F -9.515 -4.744 0.099
H -10.517 -4.937 -2.181
H -9.224 -3.820 -2.657
H -7.762 -4.579 -0.867
C 0.537 5.693 -11.224
C 1.700 5.849 -10.285
O 1.232 5.230 -9.100
C 0.344 4.274 -9.500
O -0.042 3.390 -8.807
O -0.035 4.459 -10.790
F 1.953 7.153 -10.027
H -0.198 6.493 -11.114
H 0.844 5.639 -12.266
H 2.617 5.357 -10.617
C 0.316 5.290 3.548
C -0.671 4.390 2.860
O -0.791 4.978 1.576
C 0.403 5.585 1.328
O 0.761 5.945 0.253
O 1.139 5.717 2.462
F -1.879 4.426 3.471
H -0.160 6.159 4.006
H 0.901 4.769 4.304
H -0.342 3.353 2.758
C 6.048 0.658 -1.920
C 5.168 -0.535 -1.709
O 6.034 -1.620 -1.979
C 7.291 -1.184 -1.654
O 8.223 -1.901 -1.497
O 7.328 0.167 -1.523
F 4.147 -0.558 -2.603
H 6.091 0.973 -2.965
H 5.749 1.507 -1.311
H 4.770 -0.626 -0.694
C 7.617 4.568 1.086
C 6.204 5.076 1.078
O 5.992 5.415 -0.279
C 6.795 4.580 -1.001
O 6.686 4.390 -2.167
O 7.729 3.984 -0.212
F 6.081 6.196 1.833
H 8.349 5.372 1.191
H 7.793 3.829 1.866
H 5.461 4.338 1.390
```

## Properties
2S+1: 1
HOMO energy: -0.4125 hartree
E_tot: -5697.14009 Ha
orbital gap: 11.2477 eV

=====

# 7
Below is a cluster of 13 separate species, H27O13 in total at a distorted geometry, with properties calculated with ωB97M-V with the def2-TZVPD basis set.

```
40
H27O13 (ωB97M-V with the def2-TZVPD basis set)
O 3.162 1.194 -1.126
H 4.198 -0.818 1.130
H -2.688 1.741 -1.933
O -2.736 1.271 1.175
H -2.349 0.412 0.998
H 0.196 -3.819 -2.150
O 0.044 -0.109 -2.471
H -3.475 1.279 1.787
O 0.808 -3.307 -2.690
H 1.666 -0.537 2.088
H 1.515 -3.047 -2.090
O -3.551 1.924 -1.221
H 3.130 1.266 -0.170
H 0.448 1.001 -0.325
O 1.264 0.168 3.473
H 2.449 -1.749 1.345
H 0.422 0.632 3.322
O -0.540 -1.038 0.095
H -1.897 -1.257 -0.144
H 0.388 -0.884 0.422
O -1.700 2.209 -2.713
H -0.924 1.690 -2.946
H -3.199 2.349 -0.399
O 1.716 -1.152 1.311
H 1.819 0.953 3.321
H 4.566 0.155 -0.015
O -0.903 -2.038 3.868
H -1.281 -1.832 3.019
H 0.052 -1.943 3.840
O 4.182 0.084 0.867
H -2.111 2.770 -3.378
H 3.326 2.005 -1.587
O 0.216 1.913 -0.188
H -3.553 0.988 -0.894
H -0.392 -1.055 -0.878
O -2.842 -1.161 -0.349
H 0.573 -0.870 -2.759
H -3.337 -1.978 -0.340
H 0.808 2.298 0.462
H 0.531 0.292 -1.756
```

## Properties
2S+1: 1
HOMO energy: -0.5067 hartree
charge: +1
E_tot: -994.02287 Ha
orbital gap: 10.8575 eV

=====

# 8
Below is a structure of composition C24H38N3O3PPb at a distorted geometry, with properties calculated with ωB97M-V with the def2-TZVPD basis set.

```
70
C24H38N3O3PPb (ωB97M-V with the def2-TZVPD basis set)
Pb 0.622 0.139 -1.028
N 1.675 -1.653 -2.553
C 1.712 -2.933 -1.871
C 0.679 -3.046 -0.667
O 0.487 -4.145 -0.224
O 0.134 -1.957 -0.311
H 1.191 -1.728 -3.440
H 2.606 -1.294 -2.732
H 2.676 -3.110 -1.396
H 1.475 -3.775 -2.527
N 10.304 -0.362 1.634
C 9.167 -0.305 1.517
C 7.773 -0.210 1.292
C 7.088 -1.302 0.749
C 5.733 -1.206 0.514
C 5.064 -0.005 0.784
C 5.741 1.067 1.374
C 7.097 0.972 1.607
C 3.726 0.154 0.354
C 2.555 0.231 0.054
H 7.625 -2.208 0.514
H 5.187 -2.038 0.094
H 5.205 1.975 1.604
H 7.642 1.804 2.022
C -0.551 0.033 3.209
N -0.393 1.460 3.025
C -0.358 2.232 4.249
C -0.301 1.983 1.815
C -0.052 3.458 1.689
O -0.468 1.279 0.785
H 0.140 -0.305 3.978
H -0.329 -0.486 2.280
H -1.570 -0.205 3.519
H -1.018 1.758 4.975
H -0.694 3.251 4.086
H 0.648 2.256 4.674
H 0.818 3.764 2.267
H -0.911 4.015 2.055
H 0.110 3.714 0.644
C -2.690 -2.377 0.593
C -3.005 -1.855 -0.800
C -2.619 -2.840 -1.894
P -2.352 -0.128 -1.063
C -2.581 0.242 -2.890
C -1.888 1.510 -3.371
C -4.061 0.253 -3.268
C -3.302 0.996 0.096
C -3.202 2.454 -0.337
C -4.760 0.567 0.244
H -3.201 -3.323 0.759
H -3.000 -1.678 1.368
H -1.621 -2.560 0.693
H -4.088 -1.679 -0.866
H -1.540 -2.907 -1.997
H -3.062 -2.586 -2.856
H -2.984 -3.829 -1.618
H -2.102 -0.618 -3.372
H -2.445 2.400 -3.098
H -1.818 1.493 -4.456
H -0.874 1.601 -2.979
H -4.584 1.090 -2.815
H -4.563 -0.674 -3.002
H -4.139 0.376 -4.347
H -2.795 0.874 1.056
H -3.818 2.650 -1.210
H -2.173 2.737 -0.544
H -3.573 3.093 0.464
H -5.281 0.575 -0.709
H -5.255 1.282 0.899
H -4.861 -0.412 0.705
```

## Properties
2S+1: 1
HOMO energy: -0.5041 hartree
charge: +2
E_tot: -1860.83766 Ha
orbital gap: 3.9418 eV